1.
Entry from the Open Molecules 2025 dataset: a single C7H8 molecule (wB97M-V/def2-TZVPD).

Values from the calculation:
**M**: 92.14 Da
**Energy relative to the best compared isomer or geometry (same formula, charge and spin)**: 149.2 kcal per mole
**HOMO**: -7.661 eV
**E**: -271.2937 Ha
**Structure (SMILES)**: C[C@@]12[C@@H]3[C@H]4[C@@H]3[C@@H]1[C@H]42
**Orbital gap**: 8.8 eV

ORCA input file:
```
! RIJCOSX wB97M-V def2-TZVPD def2/J DEFGRID3
* xyz 0 1
C 2.038 -0.033 0.061
C 0.546 -0.023 0.095
C -0.504 -1.139 -0.216
C -1.456 -0.073 -0.713
C -1.455 -0.469 0.736
C -0.377 0.567 1.169
C -0.355 0.956 -0.520
H 2.430 0.895 0.491
H 2.443 -0.872 0.637
H 2.385 -0.118 -0.974
H -0.401 -2.160 -0.561
H -2.281 -0.108 -1.409
H -2.267 -0.913 1.303
H -0.680 1.634 0.861
H -0.069 1.886 -1.010
*
```

List of Mulliken charges in e, atom by atom:
1. C -1.34
2. C 0.48
3. C -0.41
4. C -0.71
5. C -0.25
6. C -0.77
7. C -0.07
8. H 0.32
9. H 0.33
10. H 0.31
11. H 0.43
12. H 0.45
13. H 0.43
14. H 0.22
15. H 0.58

2.
Entry from the Open Molecules 2025 dataset: 2 unconnected molecules or ions with the total composition C8H14O2Si3 (wB97M-V/def2-TZVPD).

Values from the calculation:
**M**: 226.46 Da
**Energy relative to the best compared isomer or geometry (same formula, charge and spin)**: 0.0 kcal per mole
**HOMO**: -9.013 eV
**E**: -1332.1170 Ha
**Orbital gap**: 9.2 eV

ORCA input file:
```
! RIJCOSX wB97M-V def2-TZVPD def2/J DEFGRID3
* xyz 0 1
C -4.117 0.329 0.276
C -3.782 -0.067 -1.022
C -3.158 0.796 1.155
C -2.483 0.003 -1.428
C -1.818 0.628 0.750
C -1.485 0.180 -0.505
C 2.332 1.115 0.020
C 2.903 2.233 0.792
O 2.975 0.179 -0.396
O 1.016 1.298 -0.206
Si 2.427 -2.313 1.168
Si 1.533 -2.015 -0.984
Si 0.196 -0.045 -1.115
H -5.151 0.200 0.548
H -4.607 -0.370 -1.728
H -3.438 0.912 2.209
H -2.383 -0.183 -2.537
H -0.953 0.786 1.399
H 2.300 2.454 1.562
H 3.944 2.048 1.072
H 2.920 3.101 0.215
H 1.520 -3.119 1.902
H 3.689 -2.842 1.715
H 2.519 -0.942 1.813
H 2.557 -1.736 -1.995
H 0.519 -2.945 -1.521
H 0.023 0.315 -3.161
*
```

List of Mulliken charges in e, atom by atom:
1. C -0.21
2. C -0.45
3. C -0.79
4. C -0.47
5. C 0.01
6. C 0.53
7. C 0.91
8. C -1.31
9. O -0.52
10. O -0.34
11. Si 0.52
12. Si 0.46
13. Si -0.02
14. H 0.38
15. H 0.29
16. H 0.28
17. H 0.17
18. H 0.35
19. H 0.41
20. H 0.31
21. H 0.39
22. H -0.18
23. H -0.17
24. H -0.15
25. H -0.10
26. H -0.20
27. H -0.12

3.
Entry from the Open Molecules 2025 dataset: a single C5H12O2 molecule (wB97M-V/def2-TZVPD).

Values from the calculation:
**M**: 104.15 Da
**Energy relative to the best compared isomer or geometry (same formula, charge and spin)**: 16.8 kcal per mole
**HOMO**: -9.880 eV
**E**: -348.1780 Ha
**Structure (SMILES)**: CC[C@@H](O)CCO
**Orbital gap**: 10.6 eV

ORCA input file:
```
! RIJCOSX wB97M-V def2-TZVPD def2/J DEFGRID3
* xyz 0 1
C 2.646 -0.482 0.556
C 1.585 0.057 -0.397
C 0.165 -0.155 0.122
O 0.084 0.514 1.366
C -0.865 0.387 -0.876
C -2.336 0.158 -0.508
O -2.588 0.367 0.885
H 3.656 -0.306 0.169
H 2.559 0.006 1.531
H 2.530 -1.562 0.705
H 1.683 -0.407 -1.388
H 1.724 1.139 -0.530
H -0.003 -1.243 0.262
H -0.862 0.579 1.571
H -0.695 -0.079 -1.858
H -0.677 1.460 -0.997
H -2.646 -0.858 -0.784
H -2.967 0.857 -1.072
H -2.993 -0.430 1.241
*
```

List of Mulliken charges in e, atom by atom:
1. C -1.20
2. C -0.52
3. C 0.32
4. O -0.58
5. C -0.79
6. C -0.50
7. O -0.56
8. H 0.37
9. H 0.28
10. H 0.29
11. H 0.32
12. H 0.34
13. H 0.19
14. H 0.38
15. H 0.31
16. H 0.36
17. H 0.37
18. H 0.28
19. H 0.31

4.
Entry from the Open Molecules 2025 dataset: a single C19H25N5 molecule (wB97M-V/def2-TZVPD).

Values from the calculation:
**M**: 323.44 Da
**Energy relative to the best compared isomer or geometry (same formula, charge and spin)**: 47.3 kcal per mole
**HOMO**: -7.362 eV
**E**: -1012.6981 Ha
**Structure (SMILES)**: Cc1cnc(NCCCN2CCCC2)c2c3cnccc3n(C)c12
**Orbital gap**: 8.1 eV

ORCA input file:
```
! RIJCOSX wB97M-V def2-TZVPD def2/J DEFGRID3
* xyz 0 1
N -0.629 2.028 -0.870
N 1.251 -3.042 1.309
C 0.221 2.557 -1.741
C -0.373 0.935 -0.222
C 2.318 -3.426 0.594
C 0.572 -1.967 0.946
C 1.331 1.856 -2.154
C 0.643 0.140 -0.731
C 1.110 -1.128 -0.100
C 1.594 0.520 -1.665
C 2.249 -1.442 -0.834
C 2.853 -2.711 -0.521
N 2.585 -0.431 -1.745
N -0.617 -1.590 1.518
N -3.347 -0.678 0.830
C 3.940 -3.455 -1.370
C 3.765 -0.350 -2.575
C -1.349 -2.493 2.491
C -3.639 -1.722 1.840
C -3.735 -1.118 -0.542
C -3.569 0.743 1.106
C -2.530 -1.734 2.946
C -3.598 0.234 -1.245
C -3.987 1.226 -0.269
H -0.058 3.459 -2.237
H -1.029 0.627 0.517
H 2.726 -4.354 0.796
H 1.998 2.034 -3.027
H -1.205 -0.961 0.994
H 3.765 -3.280 -2.442
H 3.902 -4.591 -1.359
H 4.955 -3.244 -1.033
H 3.607 -1.126 -3.289
H 4.722 -0.364 -2.137
H 3.899 0.666 -3.177
H -0.725 -2.706 3.371
H -1.774 -3.389 1.992
H -4.658 -1.683 2.390
H -3.699 -2.695 1.378
H -4.759 -1.317 -0.574
H -3.106 -1.993 -0.932
H -2.723 1.412 1.459
H -4.420 0.845 1.781
H -2.826 -2.267 3.834
H -2.344 -0.733 3.227
H -4.084 0.325 -2.159
H -2.606 0.333 -1.514
H -3.733 2.258 -0.535
H -5.070 1.219 -0.411
*
```

List of Mulliken charges in e, atom by atom:
1. N -0.38
2. N -0.70
3. C -0.59
4. C -0.96
5. C -1.07
6. C -0.23
7. C -0.72
8. C 1.65
9. C 1.69
10. C -0.23
11. C -1.03
12. C 0.78
13. N 0.25
14. N -0.08
15. N 0.48
16. C -1.33
17. C -1.01
18. C -0.52
19. C -1.07
20. C -0.79
21. C -0.50
22. C -0.72
23. C -0.56
24. C -0.69
25. H 0.41
26. H 0.56
27. H 0.51
28. H 0.19
29. H 0.06
30. H 0.32
31. H 0.36
32. H 0.31
33. H 0.39
34. H 0.33
35. H 0.27
36. H 0.39
37. H 0.21
38. H 0.29
39. H 0.46
40. H 0.50
41. H 0.29
42. H 0.10
43. H 0.46
44. H 0.44
45. H 0.29
46. H 0.59
47. H -0.07
48. H 0.32
49. H 0.35

5.
Entry from the Open Molecules 2025 dataset: 5 unconnected molecules or ions with the total composition C22H57N3O7 (wB97M-V/def2-TZVPD).

Values from the calculation:
**M**: 475.71 Da
**HOMO**: -8.688 eV
**E**: -1563.0905 Ha
**Structure (SMILES)**: COC[C@H](C)N.COCCNCCOC.COCCNCCOC.CC(C)O.CC(C)O
**Orbital gap**: 9.1 eV

ORCA input file:
```
! RIJCOSX wB97M-V def2-TZVPD def2/J DEFGRID3
* xyz 0 1
C 20.306 1.260 15.343
C 20.632 0.344 14.215
C 21.958 -0.188 14.546
O 19.664 -0.548 14.158
H 20.998 2.100 15.275
H 20.388 0.762 16.309
H 19.272 1.501 15.098
H 20.647 0.938 13.301
H 22.540 0.647 14.935
H 22.507 -0.604 13.701
H 21.914 -1.016 15.254
H 19.795 -0.990 13.315
C 20.540 -7.037 18.987
C 21.537 -6.872 17.824
C 22.921 -6.542 18.272
O 21.699 -7.961 16.958
H 20.950 -7.719 19.732
H 19.674 -7.549 18.565
H 20.194 -6.211 19.609
H 21.146 -6.045 17.233
H 22.870 -5.894 19.147
H 23.508 -6.078 17.478
H 23.496 -7.457 18.409
H 20.868 -8.277 16.594
C 19.145 4.149 2.255
O 19.669 2.822 2.300
C 20.814 2.716 1.475
C 22.053 3.392 2.175
N 22.522 2.822 3.475
C 21.491 2.848 4.513
C 22.199 2.659 5.898
O 23.026 3.795 6.098
C 23.827 3.635 7.266
H 19.631 4.750 3.024
H 18.107 4.152 2.587
H 19.094 4.623 1.274
H 20.484 3.069 0.498
H 21.122 1.683 1.317
H 21.894 4.470 2.170
H 22.820 3.212 1.421
H 23.067 3.527 3.951
H 20.807 2.019 4.330
H 20.822 3.687 4.705
H 22.808 1.763 5.780
H 21.516 2.522 6.736
H 24.019 4.647 7.623
H 24.747 3.051 7.234
H 23.234 3.115 8.019
C 18.866 -3.157 8.847
O 20.259 -3.329 9.012
C 20.644 -4.444 8.193
C 22.036 -5.021 8.433
N 22.227 -5.861 9.623
C 21.498 -7.127 9.773
C 21.802 -8.046 8.550
O 20.821 -9.086 8.504
C 20.800 -9.968 7.419
H 18.248 -4.046 8.977
H 18.543 -2.788 7.873
H 18.704 -2.308 9.511
H 20.678 -4.116 7.154
H 20.026 -5.336 8.295
H 22.647 -4.121 8.361
H 22.363 -5.712 7.654
H 22.202 -5.398 10.520
H 20.409 -7.080 9.762
H 21.731 -7.739 10.645
H 22.767 -8.551 8.500
H 21.675 -7.487 7.623
H 20.269 -10.898 7.621
H 21.765 -10.187 6.963
H 20.349 -9.342 6.648
C 16.197 0.090 23.341
C 15.251 0.807 24.369
C 16.046 1.575 25.434
O 16.601 0.677 26.386
C 17.283 1.174 27.448
N 14.540 1.718 23.519
H 16.666 0.860 22.729
H 15.666 -0.719 22.841
H 17.005 -0.282 23.970
H 14.652 0.022 24.830
H 15.447 2.352 25.909
H 16.839 2.097 24.899
H 16.958 2.124 27.873
H 18.366 1.257 27.358
H 17.067 0.430 28.215
H 14.082 2.420 24.082
H 13.790 1.163 23.133
*
```

List of Mulliken charges in e, atom by atom:
1. C -1.35
2. C 0.55
3. C -1.32
4. O -0.55
5. H 0.40
6. H 0.31
7. H 0.34
8. H 0.30
9. H 0.32
10. H 0.37
11. H 0.33
12. H 0.30
13. C -1.26
14. C 0.62
15. C -1.28
16. O -0.54
17. H 0.33
18. H 0.31
19. H 0.35
20. H 0.17
21. H 0.33
22. H 0.32
23. H 0.35
24. H 0.30
25. C -0.72
26. O -0.35
27. C -0.61
28. C -0.57
29. N -0.41
30. C -0.42
31. C -0.70
32. O -0.35
33. C -0.75
34. H 0.26
35. H 0.26
36. H 0.31
37. H 0.44
38. H 0.32
39. H 0.35
40. H 0.41
41. H 0.30
42. H 0.42
43. H 0.10
44. H 0.36
45. H 0.51
46. H 0.25
47. H 0.29
48. H 0.31
49. C -0.72
50. O -0.29
51. C -0.30
52. C -0.99
53. N -0.30
54. C -0.55
55. C -0.41
56. O -0.37
57. C -0.73
58. H 0.31
59. H 0.31
60. H 0.24
61. H 0.33
62. H 0.34
63. H 0.38
64. H 0.40
65. H 0.27
66. H 0.28
67. H 0.36
68. H 0.36
69. H 0.24
70. H 0.25
71. H 0.30
72. H 0.29
73. C -1.32
74. C 0.39
75. C -0.67
76. O -0.31
77. C -0.77
78. N -0.68
79. H 0.34
80. H 0.37
81. H 0.30
82. H 0.34
83. H 0.40
84. H 0.28
85. H 0.33
86. H 0.28
87. H 0.25
88. H 0.23
89. H 0.26

6.
Entry from the Open Molecules 2025 dataset: 2 unconnected molecules or ions with the total composition C26H30N4O2 (wB97M-V/def2-TZVPD).

Values from the calculation:
**M**: 430.55 Da
**Energy relative to the best compared isomer or geometry (same formula, charge and spin)**: 59.7 kcal per mole
**HOMO**: -7.061 eV
**E**: -1378.2313 Ha
**Orbital gap**: 6.0 eV

ORCA input file:
```
! RIJCOSX wB97M-V def2-TZVPD def2/J DEFGRID3
* xyz 0 1
C 2.175 -1.832 5.470
N 1.746 -2.783 4.467
C 1.282 -4.028 5.034
C 1.019 -5.087 3.977
C 0.174 -4.519 2.839
C 0.688 -3.212 2.334
C 1.577 -2.451 3.155
C 2.224 -1.324 2.579
C 1.891 -0.903 1.310
C 0.775 -1.473 0.607
C 0.176 -0.898 -0.538
C 0.516 0.355 -1.106
C 0.381 0.568 -2.504
C 0.800 1.733 -3.114
C 1.363 2.787 -2.327
N 1.843 3.914 -2.925
C 2.276 5.051 -2.140
C 1.607 4.216 -4.319
C 1.560 2.970 -5.187
C 0.637 1.911 -4.588
C 1.398 2.630 -0.917
C 0.989 1.457 -0.328
C 0.257 -2.695 1.128
H 2.412 -0.861 5.033
H 1.386 -1.689 6.225
H 3.065 -2.214 5.989
H 2.041 -4.373 5.751
H 0.361 -3.839 5.617
H 1.974 -5.456 3.584
H 0.509 -5.932 4.445
H 0.139 -5.240 2.015
H -0.864 -4.391 3.183
H 2.987 -0.789 3.147
H 2.469 -0.105 0.846
H -0.585 -1.489 -1.045
H -0.065 -0.229 -3.102
H 2.926 4.740 -1.317
H 2.835 5.726 -2.799
H 1.424 5.604 -1.714
H 0.652 4.766 -4.418
H 2.409 4.890 -4.645
H 1.211 3.251 -6.184
H 2.571 2.559 -5.292
H 0.817 0.952 -5.084
H -0.407 2.183 -4.809
H 1.749 3.452 -0.290
H 0.986 1.368 0.758
H -0.526 -3.203 0.559
C -4.846 2.180 -0.369
N -4.375 0.833 -0.590
C -2.965 0.642 -0.656
O -2.275 1.665 -0.542
N -2.508 -0.610 -0.830
C -3.332 -1.685 -0.938
O -2.870 -2.844 -1.029
C -4.774 -1.440 -0.942
C -5.243 -0.192 -0.749
H -5.938 2.181 -0.381
H -4.493 2.560 0.595
H -4.468 2.854 -1.144
H -5.440 -2.279 -1.070
H -6.304 0.065 -0.710
*
```

List of Mulliken charges in e, atom by atom:
1. C -1.02
2. N 0.08
3. C -0.78
4. C -0.80
5. C -0.71
6. C 0.73
7. C 1.26
8. C -1.39
9. C -0.84
10. C 0.66
11. C -0.56
12. C 0.58
13. C -0.98
14. C 0.99
15. C 1.02
16. N -0.03
17. C -1.18
18. C -0.56
19. C -0.84
20. C -0.85
21. C -0.94
22. C -1.34
23. C -1.20
24. H 0.34
25. H 0.31
26. H 0.31
27. H 0.42
28. H 0.39
29. H 0.33
30. H 0.35
31. H 0.39
32. H 0.29
33. H 0.33
34. H 0.81
35. H 0.24
36. H 0.37
37. H 0.36
38. H 0.34
39. H 0.35
40. H 0.29
41. H 0.39
42. H 0.36
43. H 0.31
44. H 0.41
45. H 0.28
46. H 0.24
47. H 0.91
48. H 0.53
49. C -0.91
50. N 0.17
51. C 0.04
52. O -0.70
53. N 0.01
54. C 0.45
55. O -0.75
56. C -1.02
57. C 0.27
58. H 0.29
59. H 0.27
60. H 0.27
61. H 0.38
62. H 0.24